w) {"formula": "C9H9NOS", "method": "ωB97M-V/def2-TZVPD", "charge": 0, "gap_ha": 0.3370, "smiles": "COc1ccc2nc(C)sc2c1", "elements": ["S", "O", "N", "C", "C", "C", "C", "C", "C", "C", "C", "C", "H", "H", "H", "H", "H", "H", "H", "H", "H"], "coordinates": [[1.69639, -1.37780, -0.29523], [-3.40685, -0.00440, 0.09721], [2.26152, 1.01263, 0.23008], [-1.47911, 1.67672, -0.19636], [4.28248, -0.32124, 0.14429], [-3.69441, -1.32461, 0.19755], [2.83955, -0.07704, 0.19919], [0.91626, 0.98170, -0.00437], [-2.06921, 0.33967, -0.18116], [0.32593, -0.19219, -0.21164], [-1.01819, -0.66161, -0.30882], [-0.06846, 2.01330, -0.12319], [4.62219, -1.29549, 0.75722], [-1.19669, -1.64151, -0.11921], [4.64964, -0.33601, -1.01263], [-2.18290, 2.49746, -0.38068], [-4.78626, -1.34129, 0.43093], [0.33298, 2.97434, -0.42217], [4.94109, 0.63772, 0.55708], [-3.45291, -1.96690, -0.57510], [-3.51304, -1.59344, 1.21701]]}



x) {"formula": "C9H9NOS", "method": "ωB97M-V/def2-TZVPD", "charge": 0, "gap_ha": 0.3296, "smiles": "C=[S@@](=O)(C#N)c1ccc(C)cc1", "elements": ["S", "O", "N", "C", "C", "C", "C", "C", "C", "C", "C", "C", "H", "H", "H", "H", "H", "H", "H", "H", "H"], "coordinates": [[-3.29472, -0.45629, 0.14545], [-3.70693, -1.61012, -0.65407], [-3.69739, 2.01366, -1.20492], [-4.12137, -0.20170, 1.60112], [-0.83520, 1.04722, 0.09726], [0.51814, 1.21145, -0.17561], [-3.61487, 0.99448, -0.67956], [1.23805, 0.09744, -0.51459], [-1.48623, -0.19270, -0.25449], [0.57094, -1.06624, -0.90074], [-0.83045, -1.21363, -0.77412], [2.70610, 0.15002, -0.68843], [3.16849, 1.08700, -1.06322], [-3.40627, 0.34695, 2.33013], [0.98781, 2.11585, 0.13194], [3.14693, 0.02728, 0.32549], [2.95382, -0.73041, -1.27237], [-1.33245, -2.07684, -1.23494], [-4.44363, -1.20449, 2.06290], [1.08464, -1.86507, -1.31685], [-1.52886, 1.91722, 0.60963]]}



The structure with the most favorable energy is w); the runner-up is 235.9 kJ/mol above it.



w) {"formula": "C2HClNO2", "method": "ωB97M-V/def2-TZVPD", "charge": -1, "gap_ha": [0.2648, 0.2646], "elements": ["Cl", "O", "O", "N", "C", "C", "H"], "coordinates": [[0.22678, 1.89321, 0.54187], [-1.07024, -0.67640, 1.05712], [-2.05096, -0.55432, -0.95606], [1.76370, -0.50621, -0.59481], [-1.20392, -0.36630, -0.12536], [0.11849, 0.37807, -0.16005], [2.21615, -0.16804, 0.23728]]}



x) {"formula": "C2HClNO2", "method": "ωB97M-V/def2-TZVPD", "charge": -1, "gap_ha": 0.3096, "smiles": "O=C([O-])/C=N/Cl", "elements": ["Cl", "O", "O", "N", "C", "C", "H"], "coordinates": [[2.86293, -0.23173, -0.24140], [-1.72620, -0.36176, 0.99748], [-1.69237, 0.95692, -0.86779], [1.28262, 0.73104, -0.12700], [0.27149, -0.12500, 0.01136], [-1.24110, 0.23456, 0.00701], [0.24263, -1.20404, 0.22035]]}



The structure with the most favorable energy is x); the runner-up is 339.7 kJ/mol above it.



w) {"formula": "CH5INP", "method": "ωB97M-V/def2-TZVPD", "charge": 0, "gap_ha": [0.2799, 0.2467], "elements": ["I", "P", "N", "C", "H", "H", "H", "H", "H"], "coordinates": [[0.78019, -0.74415, -1.09126], [3.05766, 0.67965, -0.16287], [-1.13094, -0.17692, -1.13720], [-1.89692, -0.07490, -0.01576], [3.44659, -0.33614, 0.75257], [-2.33711, -1.13211, 0.05903], [-2.70792, 0.60330, -0.28594], [2.24331, 0.99458, 0.91651], [-1.45489, 0.18668, 0.96492]]}



x) {"formula": "CH5INP", "method": "ωB97M-V/def2-TZVPD", "charge": 0, "gap_ha": [0.2016, 0.2011], "elements": ["I", "P", "N", "C", "H", "H", "H", "H", "H"], "coordinates": [[2.54406, -1.34220, 0.92726], [-0.47946, -0.71483, -0.99174], [0.48781, 0.60815, -1.20486], [-1.00327, -0.24750, 0.71926], [-0.41810, -0.94155, 1.40352], [-2.10180, -0.37303, 0.76781], [0.87270, 1.17470, -0.39983], [-0.73107, 0.85021, 0.85914], [0.82914, 0.98604, -2.08054]]}



The structure with the most favorable energy is x); the runner-up is 352.8 kJ/mol above it.